Entry 1:
Here is a molecular structure, C12H42BN2O10PdYZr at a distorted geometry from the OMol25 dataset. Energies are from ωB97M-V with the def2-TZVPD basis set.

HOMO energy (alpha / beta) ... -14.70 / -14.70 eV
LUMO (alpha / beta) ... -12.042 / -12.354 eV
Total charge ... +3
HOMO-LUMO gap (alpha / beta) ... 2.654 / 2.342 eV
Spin multiplicity ... 4

Positions of all 70 atoms, in Å:
Zr (4.0573, 1.5835, -1.5120)
Y (1.4902, -1.6530, -3.1757)
Pd (-1.3599, 0.6627, -2.6865)
B (-0.2398, -3.2595, -3.8784)
H (-0.3946, -2.1956, -3.7873)
H (0.4276, -3.5479, -3.0811)
H (-1.1336, -3.8310, -3.6816)
H (0.1750, -3.4821, -4.8493)
O (2.1695, 1.1673, -0.4548)
C (1.4630, 0.2393, 0.2859)
C (0.1607, -0.5005, -0.1521)
O (-0.1081, -0.8933, -1.5060)
H (1.4190, 0.5229, 1.3375)
H (2.1827, -0.5732, 0.1867)
H (-0.6042, 0.2232, 0.1296)
H (-0.0876, -1.3309, 0.5088)
O (2.6563, 2.5609, -3.0327)
C (1.7976, 2.6784, -4.1779)
C (1.1214, 1.3647, -4.9027)
O (0.5192, 0.3382, -4.0995)
H (2.3278, 3.2755, -4.9198)
H (1.0463, 3.4401, -3.9695)
H (1.7158, 0.8271, -5.6415)
H (0.4132, 1.6584, -5.6774)
C (0.2116, 4.3431, 0.0996)
C (-0.8459, 3.5358, -0.5925)
C (-1.8433, 4.4820, -1.3301)
O (-2.9710, 3.8083, -1.9457)
C (-3.8601, 4.6366, -2.6869)
N (-0.3340, 2.5198, -1.5788)
H (-0.1583, 5.0180, 0.8714)
H (0.7778, 4.9210, -0.6309)
H (0.9933, 3.7523, 0.5770)
H (-1.3886, 3.0790, 0.2351)
H (-1.4337, 5.1253, -2.1089)
H (-2.3740, 5.1432, -0.6450)
H (-4.7150, 3.9870, -2.8746)
H (-3.4017, 4.9319, -3.6307)
H (-4.3026, 5.4659, -2.1350)
H (0.1303, 3.0310, -2.3158)
H (0.4767, 2.1136, -1.1339)
C (1.3609, -4.1227, 6.4332)
C (1.6377, -2.8936, 5.6486)
C (0.3514, -2.4499, 4.8888)
O (-0.2928, -3.4728, 4.0437)
C (0.3238, -3.7249, 2.8150)
N (2.0035, -1.8958, 6.6428)
H (0.7669, -4.0003, 7.3389)
H (2.2250, -4.7235, 6.7171)
H (0.7704, -4.9321, 6.0038)
H (2.4462, -3.2250, 4.9970)
H (0.3528, -1.4971, 4.3593)
H (-0.4110, -2.2284, 5.6356)
H (0.4010, -2.8672, 2.1468)
H (-0.3181, -4.4027, 2.2525)
H (1.3155, -4.1234, 3.0290)
H (2.6307, -2.3635, 7.2816)
H (2.6446, -1.1999, 6.2895)
O (-2.9121, 1.0154, 1.5377)
H (-2.7753, 1.7317, 2.1577)
H (-3.1495, 0.2667, 2.0847)
O (-0.8151, -4.0236, -0.6462)
H (-0.9689, -3.9173, -1.5850)
H (-1.0543, -3.1780, -0.2666)
O (-2.9119, 0.7627, -1.1397)
H (-2.7054, 0.9142, -0.2174)
H (-3.8121, 0.4375, -1.1338)
O (2.2513, -2.9053, -1.2908)
H (1.9398, -3.7399, -0.9409)
H (2.5285, -2.4102, -0.5199)

Entry 2:
Here is 10 unconnected molecules or ions with the total composition C12H44N16O10 at a distorted geometry from the OMol25 dataset. Energies are from ωB97M-V with the def2-TZVPD basis set.

SMILES ... NC(N)=O.NC(N)=O.NC(N)=O.NC(N)=O.NC(N)=O.NC(N)=O.NC(N)=O.NC(N)=O.CCO.CCO
HOMO energy ... -9.32 eV
LUMO ... 0.138 eV
Energy relative to the best compared isomer or geometry (same formula, charge and spin) ... 0.0 kcal per mole
Total charge ... 0
HOMO-LUMO gap ... 9.463 eV
Spin multiplicity ... 1

Positions of all 82 atoms, in Å:
C (14.6028, 14.4102, 11.6378)
O (15.6552, 15.0281, 11.4693)
N (14.0451, 14.3947, 12.9162)
N (13.7789, 13.8327, 10.6527)
H (13.0805, 14.2187, 13.1072)
H (14.5514, 15.0556, 13.4501)
H (13.1055, 13.1368, 11.0820)
H (14.1605, 13.4638, 9.8196)
C (10.4194, 6.2798, 10.5544)
O (10.0521, 6.8440, 11.5497)
N (11.4678, 6.8716, 9.8721)
N (9.7221, 5.1682, 10.1387)
H (12.1100, 7.4033, 10.4452)
H (11.9066, 6.3777, 9.1418)
H (8.9405, 5.0043, 10.7117)
H (9.8113, 4.8699, 9.1974)
C (14.3855, 9.2118, 15.4216)
O (14.0853, 8.1707, 14.8249)
N (15.4630, 9.9667, 15.0157)
N (13.6256, 9.7795, 16.3169)
H (15.8759, 9.5608, 14.1937)
H (16.1339, 10.2830, 15.6958)
H (12.7637, 9.3339, 16.5176)
H (13.6907, 10.7785, 16.4382)
C (8.0355, 10.8770, 14.8905)
O (6.9938, 11.4820, 14.8477)
N (8.8092, 10.9575, 16.0206)
N (8.3473, 9.9127, 13.9017)
H (9.6165, 10.3381, 16.2274)
H (8.5052, 11.5060, 16.8044)
H (9.2889, 9.5286, 13.8934)
H (7.9975, 10.2356, 12.9771)
C (9.4338, 10.5302, 7.4889)
O (10.4792, 10.8919, 6.9566)
N (9.4360, 9.5703, 8.4497)
N (8.2522, 11.2115, 7.3137)
H (10.2994, 9.0923, 8.6499)
H (8.5554, 9.1737, 8.7478)
H (8.3421, 12.0589, 6.7349)
H (7.4451, 11.0869, 7.9042)
C (11.6948, 10.5962, 12.5105)
O (11.7886, 11.4305, 11.6270)
N (11.0508, 9.3370, 12.4376)
N (12.1710, 10.8545, 13.7807)
H (10.6411, 8.9668, 11.5969)
H (11.4537, 8.6800, 13.0778)
H (12.2720, 11.8521, 13.8791)
H (12.0345, 10.3392, 14.6377)
C (10.4539, 7.6393, 15.8986)
O (10.6950, 8.6363, 16.5703)
N (9.1700, 7.1194, 15.9227)
N (11.3151, 7.1316, 15.0574)
H (8.6127, 6.7179, 15.1695)
H (8.6722, 7.6026, 16.7167)
H (11.0348, 6.2681, 14.5840)
H (12.3048, 7.3774, 15.2044)
C (13.3790, 9.3425, 8.5350)
O (13.5922, 8.7189, 9.5481)
N (12.6433, 10.5099, 8.4606)
N (13.9908, 8.9419, 7.3291)
H (12.1449, 10.7487, 9.3141)
H (12.1320, 10.5720, 7.5879)
H (14.9259, 8.7056, 7.5933)
H (13.8926, 9.5708, 6.5738)
C (16.6585, 11.0000, 10.0584)
C (16.0272, 10.8249, 11.4423)
O (16.2770, 9.5603, 11.9879)
H (16.0743, 10.3828, 9.3847)
H (17.6859, 10.6779, 10.0411)
H (16.5779, 12.0422, 9.6969)
H (14.9969, 11.0083, 11.4052)
H (16.4564, 11.6152, 12.0585)
H (15.8858, 8.8932, 11.4415)
C (9.6057, 13.5026, 12.4443)
C (9.9346, 14.1115, 13.8131)
O (11.2544, 13.9154, 14.3324)
H (10.2911, 13.9426, 11.7026)
H (8.6334, 13.8919, 12.2851)
H (9.6423, 12.4505, 12.2702)
H (9.1718, 13.7691, 14.5626)
H (9.8833, 15.2031, 13.7296)
H (11.3201, 13.8841, 15.2778)

Entry 3:
Here is 12 unconnected molecules or ions with the total composition C12H46O12 at a distorted geometry from the OMol25 dataset. Energies are from ωB97M-V with the def2-TZVPD basis set.

HOMO energy ... 0.55 eV
LUMO ... 4.034 eV
Energy relative to the best compared isomer or geometry (same formula, charge and spin) ... 16.7 kcal per mole
Total charge ... -2
HOMO-LUMO gap ... 3.479 eV
Spin multiplicity ... 1

Positions of all 70 atoms, in Å:
C (-3.8102, -3.4356, 0.0215)
O (-4.7653, -2.9538, 0.8429)
H (-4.0530, -3.2160, -1.0608)
H (-2.8224, -2.9465, 0.2043)
H (-3.6752, -4.5513, 0.0800)
C (-0.1290, -0.1136, 0.3785)
O (-0.5287, -0.2826, 1.6698)
H (0.9797, -0.0605, 0.2334)
H (-0.4745, -0.9607, -0.2647)
H (-0.6138, 0.7302, -0.1760)
C (0.8465, -3.2643, 1.4485)
O (0.6180, -2.5820, 2.6628)
H (1.3706, -4.2070, 1.6241)
H (-0.1164, -3.4660, 0.9635)
H (1.4365, -2.6501, 0.7513)
H (0.1574, -1.7489, 2.3781)
C (3.9016, -1.2102, 0.4699)
O (4.8339, -0.1362, 0.4849)
H (4.0416, -1.8441, -0.4163)
H (4.1036, -1.8957, 1.2991)
H (2.8562, -0.9168, 0.4697)
H (5.7039, -0.4651, 0.2543)
C (-0.1172, 2.8977, -3.2570)
O (0.8337, 2.1667, -4.0189)
H (-1.0835, 2.8316, -3.7670)
H (-0.2130, 2.5869, -2.2149)
H (0.1472, 3.9566, -3.2657)
H (0.4125, 1.3925, -4.3985)
C (-0.9594, -3.6136, -2.3336)
O (0.2112, -3.8445, -3.1188)
H (-1.8633, -3.6651, -2.9531)
H (-1.0814, -4.2924, -1.4906)
H (-0.9446, -2.5824, -1.9884)
H (0.3060, -4.7900, -3.2529)
C (2.5056, 0.5683, 3.4151)
O (1.3256, 1.2452, 3.1055)
H (2.4783, -0.0859, 4.3022)
H (2.7123, -0.1383, 2.6046)
H (3.3813, 1.2073, 3.5752)
H (0.8514, 0.7191, 2.4183)
C (2.5058, 2.5348, -0.4096)
O (3.9005, 2.3744, -0.1701)
H (2.1468, 3.5656, -0.3487)
H (2.2764, 2.2000, -1.4280)
H (1.9482, 1.9688, 0.3377)
H (4.0234, 1.4965, 0.2193)
C (-4.1217, 0.5372, -1.7427)
O (-4.4074, 0.0093, -0.4745)
H (-4.6098, 1.5156, -1.9038)
H (-3.0547, 0.7539, -1.8333)
H (-4.3845, -0.1470, -2.5609)
H (-5.3635, 0.0000, -0.3851)
C (-2.4774, 3.1037, 0.4391)
O (-3.4469, 2.5443, 1.2937)
H (-1.4980, 2.7367, 0.7332)
H (-2.6355, 2.7664, -0.5975)
H (-2.5744, 4.1982, 0.3945)
H (-4.3134, 2.7944, 0.9651)
C (3.0299, -0.4859, -2.8175)
O (2.6728, -1.7959, -3.2535)
H (4.0836, -0.2777, -3.0352)
H (2.4630, 0.1598, -3.4874)
H (2.7669, -0.2498, -1.7886)
H (3.3120, -2.4376, -2.9365)
C (-2.0671, 2.8336, 4.7224)
O (-1.7695, 1.8206, 3.8173)
H (-1.8653, 3.8248, 4.2955)
H (-3.0478, 2.6507, 5.1560)
H (-1.3986, 2.7949, 5.6091)
H (-0.8575, 1.8267, 3.5095)

Entry 4:
Here is 10 unconnected molecules or ions with the total composition C12H47N3O10 at a distorted geometry from the OMol25 dataset. Energies are from ωB97M-V with the def2-TZVPD basis set.

SMILES ... COC[C@H](C)N.COC[C@H](C)N.COC[C@H](C)N.O.O.O.O.O.O.O
HOMO energy ... -9.03 eV
LUMO ... -0.358 eV
Energy relative to the best compared isomer or geometry (same formula, charge and spin) ... 54.6 kcal per mole
Total charge ... 0
HOMO-LUMO gap ... 8.675 eV
Spin multiplicity ... 1

Positions of all 72 atoms, in Å:
C (0.8286, 0.7145, -6.6014)
C (0.6094, 1.0552, -5.1187)
C (-0.5829, 0.4397, -4.4493)
O (-1.6526, 1.0051, -5.1709)
C (-2.9952, 0.6416, -4.7540)
N (1.7710, 0.6674, -4.3948)
H (0.9549, -0.3655, -6.6759)
H (1.5860, 1.3220, -7.0969)
H (-0.0491, 0.8010, -7.2418)
H (0.5341, 2.1411, -5.0623)
H (-0.5549, 0.7392, -3.4017)
H (-0.5181, -0.6482, -4.4348)
H (-3.2752, 1.1420, -3.8270)
H (-3.1064, -0.4373, -4.6464)
H (-3.6447, 0.9058, -5.5886)
H (2.4606, 1.3756, -4.6019)
H (1.5569, 0.8819, -3.4313)
C (-1.4186, -2.9689, 1.9974)
C (-1.8622, -3.9796, 3.1280)
C (-0.7111, -4.9745, 3.2817)
O (-0.7181, -5.7307, 2.1275)
C (0.1552, -6.8788, 2.1598)
N (-2.0700, -3.2261, 4.3233)
H (-2.1666, -2.1762, 1.9788)
H (-1.4322, -3.5103, 1.0515)
H (-0.4464, -2.4962, 2.1372)
H (-2.7736, -4.4833, 2.8061)
H (-0.8355, -5.5093, 4.2233)
H (0.2099, -4.3959, 3.3535)
H (1.1370, -6.4274, 2.0171)
H (-0.0714, -7.6035, 1.3777)
H (0.0912, -7.3448, 3.1430)
H (-1.1337, -2.9657, 4.5985)
H (-2.5614, -2.3603, 4.1532)
C (0.2042, 4.8630, 3.3585)
C (0.2732, 4.4281, 1.9364)
C (1.2354, 3.1580, 1.6780)
O (2.5353, 3.5561, 1.7679)
C (3.5304, 2.5691, 1.5510)
N (-1.0853, 4.3181, 1.3749)
H (1.2607, 5.0635, 3.5368)
H (-0.1313, 4.0445, 3.9953)
H (-0.4804, 5.7109, 3.3395)
H (0.7545, 5.2278, 1.3735)
H (0.9770, 2.7196, 0.7141)
H (1.1212, 2.2353, 2.2470)
H (4.4213, 3.1898, 1.6470)
H (3.4131, 2.2227, 0.5242)
H (3.5648, 1.7506, 2.2700)
H (-1.0710, 4.3215, 0.3650)
H (-1.6255, 5.1347, 1.6229)
O (-2.6177, 0.1150, 0.0507)
H (-1.8806, 0.0507, -0.5566)
H (-2.2961, 0.6711, 0.7603)
O (0.0318, -0.4399, -0.2984)
H (0.7549, 0.0668, -0.6680)
H (0.0578, -0.2467, 0.6388)
O (-2.1427, 1.7117, 2.1842)
H (-2.1096, 2.6447, 1.9731)
H (-1.2475, 1.4922, 2.4425)
O (0.1410, 0.0073, 2.5135)
H (1.0832, 0.0723, 2.6692)
H (-0.2387, -0.1097, 3.3843)
O (1.8966, 1.6017, -1.5044)
H (2.2641, 2.4818, -1.5856)
H (2.6026, 1.0813, -1.1209)
O (2.8672, -0.5368, -0.2290)
H (2.8658, -1.3137, 0.3301)
H (2.9375, -0.8818, -1.1191)
O (-0.4810, -2.8507, -1.8823)
H (-0.0977, -3.4488, -1.2408)
H (-0.6031, -2.0311, -1.4032)

What did we get for total energy? Answer: -1581.11182 -2112.43787 -1387.35234 -1401.95212 hartree, in the order shown.